Entry 1:
ORCA calculation (ωB97M-V with the def2-TZVPD basis set) on 13 unconnected molecules or ions with the total composition C50H98F2O26 at a distorted geometry.

Structure (XYZ):
```
176
Properties=species:S:1:pos:R:3:mulliken_charge:R:1
C 0.82029 -2.82585 6.17769 -0.447
C 0.56157 -1.69427 5.24234 0.684
O -0.84449 -1.45514 5.27783 -0.307
C -1.43696 -2.49787 5.92847 0.603
O -2.60127 -2.58971 6.17704 -0.550
O -0.50782 -3.37545 6.31230 -0.367
F 1.03182 -2.12532 4.02920 -0.111
H 1.17700 -2.35579 7.09415 0.332
H 1.60458 -3.47822 5.79375 0.148
H 1.07092 -0.77007 5.51533 0.007
C 0.86164 -4.50607 1.15101 0.744
C 0.96590 -4.08138 -0.30813 -0.113
O 1.98797 -3.13793 -0.27418 -0.372
C 2.81404 -3.42660 0.72213 0.693
O 3.95038 -2.96792 0.88003 -0.602
O 2.25919 -4.41065 1.47870 -0.411
F -0.23461 -3.52909 -0.71155 -0.008
H 0.58071 -5.55818 1.19845 0.308
H 0.21416 -3.82433 1.70246 -0.546
H 1.18520 -4.91202 -0.97899 0.122
C 1.14923 -3.26260 -3.54144 -0.397
C 0.88573 -2.79638 -4.99703 -0.614
O 1.66125 -1.59304 -4.97221 -0.079
C 1.93323 -0.93251 -6.24801 -0.656
C 2.53192 0.49306 -6.01595 -0.415
H 0.69271 -4.23002 -3.33218 0.340
H 2.22053 -3.33980 -3.35584 0.271
H 0.76532 -2.52620 -2.83545 -0.222
H 1.15821 -3.50437 -5.77972 0.461
H -0.17669 -2.59716 -5.13732 0.228
H 2.59288 -1.53485 -6.87262 0.320
H 1.02236 -0.80938 -6.83388 0.332
H 2.27477 1.13525 -6.85831 0.386
H 3.59296 0.41710 -5.77819 0.371
H 2.08759 0.84015 -5.08311 -0.201
C -1.26481 -6.55233 -1.65694 -0.931
C -2.41518 -6.49564 -0.67519 -0.471
O -1.99947 -5.57165 0.33561 -0.056
C -3.00262 -5.10276 1.14928 -0.818
C -2.37514 -4.09072 2.07959 -0.284
H -0.41339 -7.14917 -1.32991 0.313
H -1.60356 -7.06110 -2.55944 0.467
H -0.87610 -5.62349 -2.07438 0.017
H -3.27470 -6.12830 -1.23589 0.356
H -2.60598 -7.50590 -0.31317 0.313
H -3.84375 -4.64020 0.63291 0.450
H -3.46771 -5.93578 1.67641 0.386
H -1.59493 -4.52057 2.70776 0.283
H -3.02348 -3.56045 2.77713 0.322
H -2.04285 -3.24080 1.48351 -0.197
O -4.19291 -2.55413 -2.67078 -0.700
C -3.83079 -1.39351 -2.43337 -0.177
O -4.48131 -0.27774 -2.85848 0.365
C -5.71280 -0.45794 -3.55320 -0.419
C -6.88806 -0.76571 -2.62342 -1.301
C -2.63281 -1.08443 -1.54685 2.771
H -5.80004 -1.20948 -4.33785 0.324
H -5.92213 0.53471 -3.95185 0.369
H -7.82339 -0.53578 -3.13372 0.355
H -6.90313 -0.30256 -1.63682 0.218
H -6.80824 -1.84206 -2.47114 0.372
H -2.10112 -0.21612 -1.93602 -0.898
H -1.99422 -1.96776 -1.55178 -0.476
H -3.06371 -0.93948 -0.55619 -0.904
O -7.33995 -0.53982 1.74948 -0.612
C -6.15317 -0.53503 1.87739 0.394
O -5.46487 -1.08803 2.86812 -0.242
C -6.06858 -2.01424 3.76897 -0.379
C -6.15215 -3.39918 3.13769 -0.779
C -5.29451 0.32295 1.02778 0.264
H -7.04727 -1.64159 4.07128 0.380
H -5.46807 -2.02477 4.67857 0.371
H -6.44409 -3.34301 2.08902 0.308
H -6.81260 -4.07743 3.67796 0.400
H -5.14512 -3.81130 3.07327 -0.021
H -5.27480 1.36064 1.36081 0.402
H -5.69300 0.27262 0.01449 -0.302
H -4.31916 -0.12899 0.84743 -0.329
O 1.15706 -0.25323 1.85954 -0.705
C 0.11079 -0.02673 1.28886 0.852
O -0.11774 0.19247 -0.02278 1.310
C 1.00904 0.19773 -0.93383 0.328
C 0.53310 0.65274 -2.30699 0.376
C -1.15519 0.02545 2.05269 1.211
H 1.42619 -0.80923 -0.94445 -0.115
H 1.81844 0.84086 -0.58833 -0.408
H 1.40115 0.86500 -2.93111 0.334
H -0.09668 1.54178 -2.34001 -1.007
H -0.00399 -0.16123 -2.79391 -0.172
H -2.05341 0.02413 1.43520 -1.152
H -1.24082 1.00439 2.52433 -0.821
H -1.16325 -0.81519 2.74649 -0.051
O 3.39487 2.81649 4.96451 -0.665
C 2.62406 2.99673 3.99584 0.079
O 1.28830 2.92496 3.99307 -0.037
C 0.64566 2.78176 5.22739 -0.500
C -0.71721 2.21275 5.00391 0.286
C 3.20646 3.09978 2.62759 0.223
H 0.60432 3.78095 5.66098 0.343
H 1.20949 2.11757 5.88241 0.364
H -1.32759 2.00002 5.88156 0.465
H -0.60651 1.27345 4.46209 -0.301
H -1.24049 2.83150 4.27492 -0.498
H 2.98086 2.16289 2.11823 -0.518
H 4.28933 3.19434 2.70854 0.344
H 2.73175 3.97690 2.18781 0.420
O 5.91886 -1.52634 4.73475 -0.657
C 4.76220 -1.63337 4.39398 0.149
O 4.15536 -2.75826 4.30497 -0.041
C 4.79160 -3.95858 4.75294 -0.394
C 5.51334 -4.63621 3.65892 -0.929
C 3.88982 -0.48516 3.93582 0.211
H 3.98232 -4.66574 4.93488 0.240
H 5.31330 -3.85823 5.70471 0.427
H 6.35834 -4.04465 3.30659 0.299
H 4.80363 -4.72002 2.83589 0.046
H 5.83630 -5.59065 4.07467 0.439
H 4.48409 0.37004 3.61402 0.361
H 3.26160 -0.16500 4.76705 0.061
H 3.23772 -0.87869 3.15607 -0.266
O 3.36368 3.02241 -0.82584 0.143
C 4.52976 3.39925 -0.49962 0.387
O 5.46177 2.58268 0.07716 -0.338
C 5.31747 1.19599 0.19632 0.626
C 6.57718 0.66973 0.93065 -1.389
C 4.90888 4.79826 -0.81233 -0.978
H 5.11441 0.71115 -0.75856 0.361
H 4.44823 1.00451 0.82548 -0.346
H 6.64342 -0.40771 0.77950 0.327
H 6.53542 0.82562 2.00864 0.316
H 7.45609 1.15976 0.51174 0.388
H 4.64216 5.30909 0.11288 0.250
H 4.28971 5.13698 -1.64299 0.053
H 5.98304 4.83135 -0.99451 0.378
O 2.69524 6.30602 -6.04152 -0.586
C 3.39761 6.29489 -5.03453 0.743
O 3.07337 5.78241 -3.86011 -0.315
C 1.83943 5.02942 -3.71391 -0.608
C 1.91447 3.57535 -4.18317 -0.311
C 4.77626 6.96484 -4.98540 -1.072
H 1.02552 5.58381 -4.18115 0.405
H 1.67136 5.11546 -2.64039 0.166
H 1.08749 2.96522 -3.81994 -0.308
H 2.88480 3.16688 -3.90085 0.401
H 1.96029 3.60402 -5.27183 0.589
H 5.45428 6.23084 -4.54994 0.287
H 4.83335 7.87524 -4.38873 0.288
H 5.11880 7.15759 -6.00206 0.327
O -1.80018 3.77123 -3.03373 -0.716
C -2.55913 2.80160 -2.90989 0.304
O -2.71301 1.80774 -3.68689 0.060
C -2.08712 1.84243 -4.96962 0.250
C -2.41255 0.58778 -5.78209 -1.139
C -3.48192 2.68552 -1.68687 -0.037
H -1.00344 1.88658 -4.86102 -0.131
H -2.44616 2.73701 -5.47845 0.391
H -3.46790 0.32283 -5.71771 0.256
H -2.01137 -0.28900 -5.27375 0.112
H -2.01855 0.53876 -6.79721 0.434
H -3.70780 3.68088 -1.30432 0.582
H -2.85521 2.18422 -0.94928 -0.397
H -4.42488 2.16326 -1.84859 0.170
O -1.21316 3.02597 1.35725 -0.204
C -0.84991 3.97053 0.62816 -0.152
O -1.57005 5.10197 0.46208 -0.408
C -2.91700 5.23855 0.92369 0.237
C -2.86276 5.45270 2.41175 -1.095
C 0.39810 3.85447 -0.15488 0.748
H -3.54533 4.40818 0.60155 -0.144
H -3.31685 6.12948 0.43947 0.410
H -2.43722 4.59248 2.92851 0.066
H -3.88052 5.58554 2.77863 0.443
H -2.29958 6.34970 2.66930 0.322
H 0.94609 2.93684 0.05904 -0.496
H 1.10863 4.63059 0.12952 0.537
H 0.19293 3.81278 -1.22459 -0.354
```

Summary:
total charge = 0
maximum force = 0.093 hartree/bohr
orbital gap = 10.29 eV
E_HOMO = -9.796 eV
E_LUMO = 0.5 eV

Entry 2:
ORCA calculation (ωB97M-V with the def2-TZVPD basis set) on 2 unconnected molecules or ions with the total composition C5H10FO3P at a distorted geometry.

Structure (XYZ):
```
20
Properties=species:S:1:pos:R:3:mulliken_charge:R:1
C 0.21956 1.60822 0.86955 -0.171
C -1.02757 1.25780 0.54582 -0.185
P -1.41662 -0.04021 -0.64493 1.187
O -1.26115 0.65285 -2.10777 -0.536
C -3.12232 -0.16773 -0.43720 -0.744
F -3.41816 -0.62266 0.88776 -0.286
O -0.16709 -1.05795 -0.67207 -0.455
C 0.32373 -1.75257 0.49750 -0.443
H 1.06972 1.02864 0.46663 -0.089
H 0.37981 2.52255 1.63277 0.222
H -1.94689 1.84787 1.02281 0.236
H -2.13334 0.86284 -2.42265 0.316
H -3.60357 -0.68648 -1.23848 0.299
H 0.36798 -2.85502 0.39315 0.232
H -0.46670 -1.41609 1.36426 0.296
H 1.31505 -1.26777 0.66776 0.150
C 3.72731 0.02431 -0.22680 -0.072
O 3.41942 -0.58324 0.75507 -0.413
H 4.81046 0.05495 -0.54971 0.269
H 2.93037 0.58969 -0.80348 0.187
```

Summary:
total charge = 0
maximum force = 0.066 hartree/bohr
orbital gap = 8.21 eV
SMILES string = C=C[P@](O)(=CF)OC.C=O
E_HOMO = -7.736 eV
E_LUMO = 0.5 eV
energy above the lowest of the compared OMol25 structures with the same formula, charge and spin = 1.419 eV

Entry 3:
ORCA calculation (ωB97M-V with the def2-TZVPD basis set) on 9 unconnected molecules or ions with the total composition C30H39N10O at a distorted geometry.

Structure (XYZ):
```
80
Properties=species:S:1:pos:R:3:mulliken_charge:R:1
O 0.69045 -0.04793 3.25351 -0.616
C -0.30216 -0.29349 2.59949 0.116
C -1.62893 -0.45973 3.34326 -0.494
C -2.58350 0.76920 3.25924 -1.090
C -2.83485 1.29760 1.85933 0.809
C -1.91621 2.05490 1.11678 -0.198
C -2.21695 2.49377 -0.15264 -0.813
N -3.41313 2.18059 -0.65657 0.042
C -4.35191 1.49939 0.00510 -0.575
C -4.09260 1.04180 1.27266 -0.575
N -0.18263 -0.35254 1.18239 0.166
C -0.16336 -1.66786 0.61498 0.426
C -1.17125 -2.61487 0.77919 0.178
C -1.10391 -3.86401 0.15806 -1.121
C -0.00438 -4.12648 -0.63450 -0.397
C 1.02902 -3.22420 -0.81830 -0.997
C 0.93632 -1.99348 -0.19310 -0.034
H -2.16923 -1.37927 3.08136 0.287
H -1.36431 -0.57672 4.40294 0.461
H -2.26919 1.55807 3.95990 0.320
H -3.56041 0.42951 3.63784 0.455
H -0.94595 2.24968 1.57214 0.865
H -1.49517 3.05783 -0.73901 0.471
H -3.62525 2.47714 -1.60437 0.304
H -5.30504 1.32101 -0.48898 0.407
H -4.86067 0.48856 1.80787 0.442
H 0.59274 0.21235 0.85925 0.317
H -2.05848 -2.40233 1.37598 0.208
H -1.90872 -4.60343 0.26126 0.111
H 0.05852 -5.08412 -1.15853 0.648
H 1.88733 -3.41908 -1.45402 0.231
H 1.70836 -1.24070 -0.32563 0.515
C 4.63691 -2.64513 -3.53540 -0.687
C 3.86401 -1.86995 -2.56053 0.471
N 3.25229 -1.26743 -1.79117 -0.482
H 5.42719 -2.02517 -3.95639 0.129
H 5.08336 -3.51097 -3.04949 0.284
H 3.98339 -2.98643 -4.33729 0.223
C -0.86144 -5.55759 -4.24294 -0.702
C 0.51079 -5.04051 -4.32179 0.450
N 1.58817 -4.63625 -4.38680 -0.429
H -0.88035 -6.60073 -4.55282 0.311
H -1.22803 -5.48307 -3.22009 0.141
H -1.51107 -4.97815 -4.89763 0.280
C 0.29281 -1.33564 -4.88974 -0.436
C -1.05651 -1.59769 -5.40156 0.229
N -2.11762 -1.80647 -5.79758 -0.419
H 1.02047 -1.92902 -5.44035 0.217
H 0.53459 -0.27989 -5.00210 0.364
H 0.34383 -1.60272 -3.83453 0.044
C -0.57726 5.12588 3.14577 -0.653
C -0.88473 5.64264 1.80511 0.304
N -1.13785 6.00143 0.74032 -0.499
H -1.33827 4.40519 3.44034 0.220
H 0.39441 4.63656 3.14099 0.193
H -0.56063 5.93669 3.87046 0.462
C 5.95473 1.29829 -3.07318 -0.789
C 6.50430 0.34700 -4.04615 0.436
N 6.93670 -0.40010 -4.80884 -0.464
H 6.01283 0.87648 -2.07141 0.264
H 6.52335 2.22600 -3.10371 0.333
H 4.91379 1.50920 -3.31086 0.253
C 2.15039 2.45438 5.73273 -0.717
C 1.13471 3.50157 5.90290 0.397
N 0.33920 4.32382 6.03996 -0.437
H 1.69286 1.47329 5.84711 0.219
H 2.59347 2.52618 4.74113 0.265
H 2.93131 2.57399 6.48131 0.312
C 0.50426 9.15737 0.97024 -0.510
C 1.87550 9.68015 0.95332 0.245
N 2.95107 10.09011 0.94101 -0.343
H 0.50770 8.10245 0.70474 0.072
H 0.07659 9.27284 1.96484 0.246
H -0.10895 9.70149 0.25450 0.277
C -4.12899 -6.85781 1.58893 -0.837
C -3.56838 -6.82517 0.23321 0.410
N -3.14000 -6.80960 -0.83320 -0.367
H -4.03906 -7.86108 2.00093 0.296
H -3.59024 -6.16055 2.22869 0.276
H -5.18022 -6.57706 1.56016 0.281
```

Summary:
total charge = +1
maximum force = 0.032 hartree/bohr
orbital gap = 6.75 eV
E_HOMO = -11.038 eV
E_LUMO = -4.3 eV

Entry 4:
ORCA calculation (ωB97M-V with the def2-TZVPD basis set) on C11H16ClN in the gas phase at a distorted geometry.

Structure (XYZ):
```
29
Properties=species:S:1:pos:R:3:mulliken_charge:R:1
C -3.04548 -1.76550 -0.96191 -1.042
N -2.51723 -0.96434 0.09646 0.433
C -2.66154 -1.59428 1.39301 -1.090
C -3.10008 0.38744 0.13394 -1.263
C -2.19361 1.49087 0.59562 -0.514
C -1.23168 2.04353 -0.45933 -0.908
C 0.14712 1.36950 -0.42446 0.369
C 1.26581 1.86500 0.26336 -0.374
C 2.44955 1.08990 0.44584 -0.551
C 2.51555 -0.17260 -0.07093 0.146
Cl 4.03891 -1.12545 0.26505 -0.237
C 1.46706 -0.66513 -0.82454 -0.615
C 0.37843 0.11721 -1.06614 0.029
H -4.15672 -1.74471 -1.11886 0.342
H -2.55976 -1.51052 -1.94990 0.263
H -2.90761 -2.88317 -0.74442 0.306
H -2.22530 -0.96397 2.19943 0.256
H -2.21771 -2.64389 1.44375 0.310
H -3.75528 -1.67632 1.68076 0.374
H -3.51985 0.59586 -0.81613 0.615
H -3.99731 0.41750 0.73052 0.445
H -2.86595 2.29676 0.91027 0.386
H -1.69288 1.17217 1.47422 0.317
H -1.75994 1.99379 -1.42522 0.386
H -1.04226 3.16608 -0.20454 0.338
H 1.33215 2.96993 0.51479 0.238
H 3.27191 1.55947 0.95867 0.405
H 1.55732 -1.62652 -1.22150 0.527
H -0.44827 -0.23503 -1.75968 0.110
```

Summary:
total charge = 0
maximum force = 0.056 hartree/bohr
orbital gap = 9.38 eV
SMILES string = CN(C)CCCc1ccc(Cl)cc1
E_HOMO = -8.520 eV
E_LUMO = 0.9 eV
energy above the lowest of the compared OMol25 structures with the same formula, charge and spin = 0.631 eV